w | ORCA calculation (ωB97M-V/def2-TZVPD) on a 2-piece molecular cluster, C6H16O overall.

Computed properties:
- LUMO level: 0.8 eV
- Orbital gap: 10.5 eV
- Total charge: 0
- SMILES string: CC(C)O.CCC

Last column: Mulliken charge in e.
Positions of all 23 atoms, in Å:
C  1.73520  -1.69457  -0.15010  0.52
C  1.04016  -1.31998  1.22230  -1.00
C  2.73125  -0.49077  -0.41154  -1.27
O  2.20393  -2.93109  -0.04648  -0.57
H  1.00580  -1.68280  -0.99564  0.22
H  1.42965  -1.93789  2.08856  0.30
H  2.61101  0.30600  0.23846  0.37
H  3.79633  -0.90677  -0.44374  0.34
H  2.70428  -0.20862  -1.51367  0.28
H  1.60664  -3.61654  -0.41103  0.35
H  -0.06158  -1.44495  1.11851  0.14
H  1.24560  -0.32515  1.40126  0.33
C  -2.33254  1.25534  -0.66871  -0.26
C  -2.19693  0.69016  0.87413  -0.98
C  -1.37090  2.39079  -1.00154  -0.94
H  -3.49543  1.62816  -0.88017  0.24
H  -2.53214  0.24502  -1.22127  0.29
H  -1.19765  0.97422  1.44103  0.21
H  -2.90319  1.52621  1.34032  0.29
H  -1.82436  3.06160  -1.63058  0.39
H  -0.54187  1.81398  -1.32423  0.21
H  -2.49150  -0.34407  0.96388  0.34
H  -1.16176  3.01171  0.01024  0.21



x | ORCA calculation (ωB97M-V/def2-TZVPD) on a 2-piece molecular cluster, C6H16O overall.

Computed properties:
- LUMO level: 0.7 eV
- Orbital gap: 11.4 eV
- Total charge: 0
- SMILES string: CCCC(C)C.O

Last column: Mulliken charge in e.
Positions of all 23 atoms, in Å:
C  1.40160  -1.68493  -2.84573  -1.14
C  2.01822  -0.93555  -1.65639  -0.37
C  1.01170  -0.87432  -0.48268  -1.05
C  -0.33667  -0.28290  -0.80106  1.09
C  -1.37084  -0.42761  0.30315  -1.58
C  -0.23297  1.15330  -1.35594  -1.38
H  0.82081  -2.57116  -2.55814  0.28
H  0.70732  -0.98770  -3.31526  0.24
H  2.09720  -2.05372  -3.59149  0.36
H  2.23746  0.04356  -2.09279  0.22
H  2.95930  -1.40015  -1.36429  0.38
H  1.41040  -0.21933  0.30218  0.38
H  1.04035  -1.85424  -0.01238  0.38
H  -0.84730  -0.81219  -1.61831  0.14
H  -1.80346  -1.43369  0.39592  0.34
H  -2.22028  0.24584  0.36758  0.40
H  -0.83241  -0.39655  1.26669  0.32
H  -0.30512  1.22733  -2.43834  0.28
H  -0.95479  1.80572  -0.85559  0.41
H  0.70925  1.61908  -1.06592  0.29
H  -2.47853  3.12073  5.25440  0.32
H  -1.50198  1.83170  5.55201  0.32
O  -2.05872  2.53685  5.88263  -0.64



Ranked by calculated energy, most stable first: x, w.



w | ORCA calculation (ωB97M-V/def2-TZVPD) on one molecule with the formula C4H10OSi.

Computed properties:
- LUMO level: 1.0 eV
- Orbital gap: 10.8 eV
- Total charge: 0
- SMILES string: C=CO[SiH](C)C

Last column: Mulliken charge in e.
Positions of all 16 atoms, in Å:
C  0.35405  0.62188  2.53312  -0.56
C  -0.73347  1.10496  1.97533  -0.06
C  0.28750  1.08857  -1.34265  -0.98
C  0.01795  -1.71868  -0.59913  -1.05
O  -1.51297  0.32089  0.77284  -0.33
Si  -0.96169  -0.11869  -0.64876  0.46
H  0.84930  1.09368  3.35428  0.27
H  1.06985  -0.13886  2.22818  0.23
H  -1.28877  2.04513  1.93896  0.37
H  0.99221  0.51245  -1.84177  0.33
H  -0.25060  1.79048  -2.07821  0.27
H  0.62771  1.67757  -0.55388  0.32
H  -0.55826  -2.47823  -0.16565  0.32
H  0.39166  -2.09987  -1.61084  0.31
H  0.94239  -1.53958  -0.09239  0.32
H  -2.23726  -0.29406  -1.31147  -0.20



x | ORCA calculation (ωB97M-V/def2-TZVPD) on one molecule with the formula C4H10OSi.

Computed properties:
- LUMO level (spin up / spin down): -0.6 / -0.2 eV
- Orbital gap (spin up / spin down): 7.8 / 8.9 eV
- Total charge: 0

Last column: Mulliken charge in e.
Positions of all 16 atoms, in Å:
C  2.66824  -1.23298  0.45671  -0.66
C  0.36868  0.50898  -0.28036  -0.71
C  -2.79824  -0.00008  -0.16637  -0.79
C  -0.67235  0.44409  0.77573  -0.05
O  -1.65123  -0.48604  0.43952  -0.31
Si  2.31765  0.47800  -0.06725  0.39
H  2.01568  -1.60848  1.24916  0.32
H  2.68310  -1.92301  -0.47101  0.26
H  0.10331  0.25835  -1.34354  0.34
H  -2.64656  0.37414  -1.21375  0.28
H  -3.34836  0.72502  0.32383  0.38
H  -3.60687  -0.79461  -0.40882  0.25
H  -1.12464  1.41697  0.82045  0.31
H  -0.32901  0.18835  1.82164  0.30
H  2.40903  1.48274  0.92893  -0.16
H  3.41496  0.77499  -1.10510  -0.14



Ranked by calculated energy, most stable first: w, x.